No. 1
ORCA calculation (the ωB97M-V functional and the def2-TZVPD basis) on a single C4H5I molecule at a distorted geometry.

```
10
Properties=species:S:1:pos:R:3:forces:R:3
C -1.36013 -0.72182 -0.07405 1.1 2.3 2.9
I 2.42798 0.13477 -2.12915 0.2 -0.1 -0.4
H 0.53670 1.87949 0.61183 0.7 0.0 1.3
C 0.00530 -0.07587 -0.04639 -1.4 -0.6 0.3
C 0.88885 0.85113 0.75348 -0.3 -0.5 -1.2
H 1.41075 0.37468 1.59427 -0.2 1.1 0.1
H -2.15215 -0.00231 -0.23059 -0.1 0.2 -0.6
C 1.13391 0.18874 -0.58956 -0.1 0.1 0.4
H -1.63661 -1.19275 0.87928 0.5 0.1 -0.1
H -1.25461 -1.43605 -0.76912 -0.5 -2.6 -2.8
```
Positions in Å, forces in eV/Å.

The total charge is 0. As for the HOMO energy: -8.8 eV. The calculation puts the molecular weight at 179.99 g/mol. For the relative energy (zero: lowest compared OMol25 entry of this formula, charge and spin), the calculation gives 131.1 kJ/mol. As for the total energy: -12326.711 eV. Its HOMO-LUMO gap is 0.3459 hartree.


No. 2
ORCA calculation (the ωB97M-V functional and the def2-TZVPD basis) on 8 unconnected molecules or ions with the total composition C32H48O24 at a distorted geometry.

```
104
Properties=species:S:1:pos:R:3:forces:R:3
H -5.34321 2.72385 -2.55580 -0.5 0.4 -0.2
H -4.42053 -5.59149 1.37948 -0.2 -0.3 -0.1
H 3.99450 6.45791 4.76803 -0.2 -0.6 0.4
C -3.63181 -6.33832 1.47038 0.8 -0.2 0.6
H -0.78381 -2.85822 -2.92527 0.5 0.2 0.2
O 0.98725 -3.20195 -3.92164 -1.0 0.5 -0.9
H 2.12556 -2.86602 2.35675 -0.5 0.2 -0.1
O 1.88653 6.30614 2.52902 0.2 -0.6 0.7
H 2.78441 3.59431 -1.50885 -0.2 0.0 -0.1
C 3.96618 0.16018 -3.20468 -2.3 1.0 -0.9
O 2.93538 7.64428 1.03057 0.0 -0.8 2.1
O 5.95518 -1.03469 -2.74819 -0.2 0.7 -0.9
O -7.86464 4.64166 0.00799 1.4 -0.3 -1.3
C -3.83951 2.64630 -1.08516 -1.6 0.5 0.1
H -1.85439 -1.44122 0.57754 0.0 -0.1 -0.2
H -0.03004 -0.79795 1.73568 0.1 0.4 0.3
O 1.56621 -1.41512 -1.72833 0.2 0.2 0.0
C -2.28827 -6.62373 -0.35387 -2.9 -1.0 -1.9
C -2.27281 -5.66789 1.64574 -1.0 0.7 1.6
O 7.23387 0.82890 -2.63822 -0.3 -0.8 -0.8
C 2.93183 6.99203 2.04851 1.8 -0.5 -1.0
H 0.48282 5.97071 0.20290 0.8 0.0 0.1
C 0.62110 -3.13701 4.02827 2.4 0.8 0.8
C 1.93994 3.19182 -0.94942 -1.4 0.9 1.4
C 4.56844 -1.15890 -2.98912 -1.9 -3.2 0.2
O 5.08961 0.97996 -3.22528 1.1 0.8 -0.5
H 0.71057 -3.81750 6.05696 -0.3 0.0 0.2
H 4.27809 -1.80311 -3.81905 0.8 -0.4 0.0
O -2.28549 -1.43092 4.45842 3.4 -1.4 0.4
O 0.93682 -0.18989 0.07334 1.6 -0.3 -1.1
O 1.35080 -5.03731 -2.80941 1.0 -0.6 0.2
O -2.01365 -6.89101 -1.48103 0.2 -0.6 0.3
O 3.13353 -3.89710 -3.71685 -4.3 -0.7 1.1
C -6.35522 1.76648 -0.91149 1.8 -1.1 0.5
C -0.19085 -0.11988 0.89755 -0.3 0.7 0.5
C -0.39085 5.20244 -2.54719 -4.1 0.7 -4.7
H -1.67349 -6.28799 2.31238 0.3 0.2 0.1
H 1.40657 -2.26581 5.83772 -0.3 0.7 0.1
O -0.31803 -2.18359 3.61476 -0.6 0.5 -1.2
C 3.80706 5.79819 3.92083 -0.8 1.5 -1.8
H -0.53792 -5.70740 -3.14542 -0.1 -0.2 0.8
C 1.90546 -4.04163 -3.47540 4.4 0.7 -1.4
C -7.12550 3.83760 -0.50506 -0.8 0.7 1.8
C 0.81301 5.59165 -0.76426 2.2 0.8 1.6
C -1.35301 -3.79143 -4.67213 0.5 -0.8 -0.4
H -2.30027 -4.13857 -4.25944 0.2 -0.6 0.3
H -1.70267 -2.91649 -5.22012 0.9 0.4 0.1
C -1.25790 -0.71314 0.02781 -1.2 -0.1 -0.2
H -1.91839 0.06124 -0.36229 0.0 -0.1 -0.3
H -0.19084 -4.69893 -1.61983 -0.8 -0.2 -0.2
H -5.85932 1.31864 -0.05030 -0.3 -0.3 0.4
H -0.97933 1.37235 2.20689 -0.1 0.3 0.0
H -0.02627 3.77157 -0.13947 -0.3 -0.4 -0.2
O 0.00162 6.20210 -1.69068 -2.2 -0.9 -2.9
C 0.73285 -1.01928 -0.98341 0.3 0.2 0.5
H 2.21410 3.01987 0.09143 0.5 0.2 0.1
C -0.04984 -4.84535 -2.69071 0.0 -0.6 -0.4
H 3.35202 0.36138 -2.32693 0.0 0.6 0.0
H -2.60305 -4.17199 3.20151 -0.3 -0.1 -0.1
C 2.02106 3.99269 3.45542 -0.8 0.2 -0.2
H -6.62552 0.95794 -1.59068 -0.3 0.3 -0.1
H -0.96499 1.87170 0.50104 0.2 0.1 0.0
O -0.67756 -2.35971 5.79546 -1.4 0.8 -0.6
C -2.38733 -4.22818 2.13455 0.9 -0.2 -0.3
H -3.25548 3.40068 -1.61234 -0.2 0.0 -0.2
H 1.83343 3.75856 2.40753 0.1 0.2 -0.1
H 2.72956 -2.09985 3.81313 -0.9 0.5 0.4
H 4.44979 4.91785 3.91977 0.1 0.2 -0.2
H -3.76637 2.90338 -0.02844 0.3 -0.6 0.2
H -1.42466 -3.73978 1.98342 0.1 0.1 0.1
O 4.07180 6.68174 2.80823 -0.3 0.6 -1.3
H 2.08447 -0.10233 -4.48236 0.2 -0.2 0.4
H 1.64531 2.19610 -1.28084 0.0 0.2 -0.4
H -3.77858 -7.05081 2.28210 -0.5 0.2 0.0
O 0.11477 4.03583 -2.17748 -1.1 -0.5 -1.3
C -0.40547 1.35430 1.28034 -0.1 -1.3 0.5
C -0.34411 -3.63633 -3.54920 -0.7 2.0 0.9
O -1.72086 -5.72573 0.36121 2.2 2.0 0.9
H 2.81529 3.32589 3.79110 0.1 0.3 0.1
H 2.64806 -3.77813 3.66663 -0.1 -0.3 0.2
O -7.42137 2.54015 -0.48656 -1.4 -0.9 -0.2
H 0.24024 -4.14648 3.87332 0.1 0.0 -0.7
C 0.65171 4.12935 -0.91436 2.0 -2.3 0.9
C -1.17076 -1.94990 4.60966 -4.3 2.0 0.0
C 0.55973 -2.87738 5.52639 3.1 -2.1 0.7
O -0.55774 -1.34765 -1.04843 -0.8 -0.2 0.3
H 3.63434 -0.05863 -5.34251 -0.1 0.0 -0.1
C -5.35836 2.75544 -1.46637 1.6 0.3 -1.1
O -3.42931 -7.06792 0.29087 0.3 -0.7 -1.2
C 3.07066 0.36114 -4.50935 1.5 -0.1 0.9
C 2.30475 5.48206 3.64882 0.8 0.1 1.4
O -5.88338 3.99333 -0.99200 0.1 1.1 -0.3
H 1.83896 5.79604 -1.07046 0.3 0.7 0.7
C 6.21253 0.26444 -2.92699 0.9 1.9 1.8
C 2.06684 -2.88304 3.44503 -0.5 -1.6 -0.2
H 1.86666 5.91635 4.54746 -1.0 -0.4 -0.2
H -3.46601 1.66908 -1.39117 0.0 -0.1 0.4
H 1.10978 3.71646 3.98586 0.0 -0.1 0.0
O -1.17671 5.24828 -3.56192 3.7 0.7 4.8
H -3.11040 -3.65341 1.55584 -0.2 -0.2 0.1
H -0.92101 -4.52374 -5.35420 -0.5 -0.1 -0.4
H 4.08952 -1.58943 -2.10971 0.3 -0.3 0.0
H 2.95493 1.42760 -4.70262 0.0 0.0 0.2
H 0.58142 1.78132 1.45865 -0.2 0.2 0.0
```
Positions in Å, forces in eV/Å.

The total charge is 0. As for the HOMO energy: -10.1 eV. The calculation puts the molecular weight at 816.71 g/mol. For the relative energy (zero: lowest compared OMol25 entry of this formula, charge and spin), the calculation gives 400.8 kJ/mol. As for the total energy: -83101.172 eV. Its HOMO-LUMO gap is 0.3568 hartree.


No. 3
ORCA calculation (the ωB97M-V functional and the def2-TZVPD basis) on a molecular structure, C8H8O3 at a distorted geometry.

```
19
Properties=species:S:1:pos:R:3:forces:R:3
C 0.67750 -0.81535 0.97960 -1.5 0.3 1.5
O -3.63314 -0.38877 -0.23698 -1.7 0.1 -0.5
H -1.80815 0.25153 1.57868 -0.5 -2.5 4.0
C -1.54004 0.37587 0.62608 -1.2 -0.8 -3.8
C 1.81886 0.90563 -0.90828 7.1 -3.5 1.3
O -1.89928 -1.50731 -1.03859 -4.0 -0.6 -0.3
H -2.91480 1.82103 0.40193 -0.5 -0.8 0.0
C 0.56037 1.03954 -0.63562 -3.3 -1.6 2.1
C -0.11913 0.19778 0.33850 3.4 -1.1 0.5
H 3.97447 -0.32695 -0.83911 -4.4 0.5 2.4
H 2.72835 -1.77990 1.05060 -2.0 1.3 -0.8
C -2.46802 -0.53289 -0.33348 2.3 0.1 2.0
H 2.53670 1.42385 -1.46620 -0.4 1.8 -1.6
H 0.31961 -1.48431 2.01214 0.8 2.1 -3.5
H -1.00127 -1.44278 -1.14944 3.6 0.5 0.0
C 2.02498 -0.97030 0.55362 2.9 -2.8 2.4
C 2.72570 -0.15723 -0.27422 -0.5 1.7 -3.6
H -0.00346 1.73513 -1.14685 -1.3 1.6 -0.8
O -1.97926 1.65543 0.48763 1.0 3.6 -1.3
```
Positions in Å, forces in eV/Å.

The total charge is 0. As for the HOMO energy: -9.2 eV. The calculation puts the molecular weight at 152.15 g/mol. For the relative energy (zero: lowest compared OMol25 entry of this formula, charge and spin), the calculation gives 395.6 kJ/mol. As for the total energy: -14564.648 eV. Its HOMO-LUMO gap is 0.3584 hartree.


No. 4
ORCA calculation (the ωB97M-V functional and the def2-TZVPD basis) on 11 unconnected molecules or ions with the total composition C24H54N20O14 at a distorted geometry.

```
112
Properties=species:S:1:pos:R:3:forces:R:3
C 2.99647 0.78645 5.12263 -1.1 -0.2 0.7
H -2.40425 -2.20906 -2.75822 0.2 -0.1 -0.1
N 2.54933 3.74285 6.75506 0.3 -0.7 0.1
C 0.50221 1.57771 4.14408 1.4 0.1 -3.0
O 4.42301 0.52480 1.09848 -0.7 1.3 4.3
N -2.92493 -0.87138 -8.07617 0.3 0.1 -0.6
O 8.55736 3.29772 3.79040 0.0 -0.1 -0.1
H 1.86767 9.42325 -4.66566 -0.2 -0.1 0.0
H -0.43740 0.47779 -0.04361 -0.3 1.1 -1.2
H -11.58736 0.92938 2.63309 0.1 0.0 0.0
C 5.11443 0.83822 3.48460 -2.7 0.1 1.6
H 1.07531 -4.42565 -4.14100 0.0 -0.2 -0.1
O -0.63190 -8.43288 1.59985 -0.2 -0.2 0.4
C 8.64354 2.96782 2.61733 -0.1 0.2 0.4
H -1.27158 -8.85255 3.95535 0.0 -0.2 -0.1
H 2.96169 4.72895 -0.41102 -0.9 0.0 -1.2
H 1.45505 0.99520 -1.58435 -1.0 1.1 -0.3
N -9.22828 1.79635 2.62850 0.5 0.6 -0.2
H 2.64769 2.82637 6.34489 -0.1 0.2 0.3
C 4.57309 0.78052 4.79658 0.8 0.3 -2.2
C 2.11301 3.38680 -2.10588 0.4 2.3 0.3
C 2.21726 4.79027 -1.27570 -0.1 0.0 0.0
H 1.90963 -6.16868 -7.66609 -0.1 0.0 0.2
H 6.22335 0.86876 3.22442 -1.7 -0.2 0.5
H 1.19202 5.02634 -0.80254 1.6 -0.5 -0.8
H -1.04995 7.58399 -3.97735 0.1 0.0 0.0
H -0.28236 -8.53464 -1.42033 0.0 0.2 0.1
H -4.67865 -0.53895 4.54675 0.0 0.1 -0.1
H -8.25358 2.04240 2.68169 -0.2 -0.1 -0.1
N -10.91341 0.31765 3.05620 -0.6 -0.4 0.1
H -1.09898 -7.69300 -0.14195 0.4 -0.1 0.0
C -3.07088 -1.63874 -6.97012 0.1 -0.1 0.0
H -1.61290 1.50653 -1.11800 1.4 -0.2 0.9
H -1.32619 -10.58062 3.83668 0.0 0.1 -0.1
C 1.52563 -5.09581 -5.99129 -0.1 0.5 0.6
C 2.56331 1.27400 2.50600 -2.2 0.8 0.7
H 7.62361 2.67279 0.81824 0.0 0.0 0.1
H 0.13570 9.45063 -4.70651 0.1 -0.1 0.0
H 0.01999 1.52123 5.18677 0.9 0.2 -1.9
H -6.39071 0.99725 4.21455 0.0 0.0 -0.1
O 2.08451 7.13425 -3.74281 -0.1 0.1 -0.1
H 9.90879 2.32453 1.08426 0.0 0.0 0.1
N -4.03660 0.12007 4.14493 0.5 -0.6 0.2
N -0.17276 -2.21284 -5.03439 0.5 0.2 0.0
O 2.56191 0.50294 6.27211 1.7 1.0 -3.4
N 1.88475 5.92245 6.58741 -0.2 0.9 0.1
N -1.16830 -9.68889 3.40371 -0.2 0.3 0.6
O 1.71184 -3.99276 -6.49090 0.1 0.0 -0.4
N 0.98780 8.96382 -4.49641 0.3 0.8 -0.3
H -3.46829 -0.04814 -8.26124 0.1 -0.1 0.1
H 1.47578 6.66777 6.04788 0.1 -0.2 0.1
H 2.52011 5.66286 -1.96085 -0.5 -1.4 1.0
H -0.91888 -5.38248 -0.01342 0.1 -0.1 0.0
N -5.71612 1.62996 3.81837 -0.8 0.4 0.0
N 1.17849 -5.25945 -4.69573 0.0 0.1 -0.3
N -0.69334 -10.68747 1.40744 0.1 -0.4 -0.6
C 1.99881 1.21029 3.96950 -1.4 0.8 -3.1
N -0.51133 -7.67011 -0.95914 -0.3 -0.2 -0.6
O 1.61693 4.50880 4.84171 0.1 0.1 0.2
H 0.06807 1.09895 -2.77980 0.7 0.7 1.6
H 2.18696 6.10949 7.52600 0.0 0.0 -0.1
C -0.81917 -9.53191 2.10438 0.0 0.2 0.1
O 0.71884 3.00219 -2.07506 1.5 -1.6 0.3
H 10.63527 2.60577 2.63209 -0.2 0.0 -0.1
H -6.02363 2.53136 3.49219 0.2 -0.1 0.1
H -4.16270 -1.75509 -5.27057 0.0 0.2 -0.1
C 1.03481 7.70573 -3.99047 0.3 -0.3 0.2
C -4.39752 1.34473 3.69115 0.3 0.2 -0.2
C 1.71232 1.71961 1.27505 -0.7 -0.3 3.6
O -0.51246 2.55514 0.32768 1.1 -2.0 1.9
C -0.70971 -1.92249 -3.83080 0.5 0.1 -0.6
C -9.59185 0.60171 3.15319 0.2 -0.3 0.2
O -8.79042 -0.15979 3.67339 0.1 0.1 0.1
H -3.06362 -0.12966 4.06772 -0.2 0.0 0.0
H -11.22256 -0.56255 3.43549 0.1 0.2 -0.1
N -0.17560 7.13221 -3.78104 -0.5 -0.6 0.2
C -0.57357 1.43736 -0.64457 -0.1 0.2 -0.7
H 2.41649 3.64728 -3.17645 -0.4 -0.7 1.3
H -0.64882 -2.74010 -5.74754 0.0 0.1 0.0
O 0.71652 -6.53393 -2.48490 0.0 -0.2 0.4
C 0.21677 2.12997 1.46954 2.6 -1.0 2.4
H 0.02675 -4.53458 -1.19343 -0.1 -0.1 0.1
H 2.86382 3.89011 7.69674 0.0 0.0 -0.1
H 1.50390 -7.16186 -6.30556 0.0 0.1 0.0
N 1.65190 -6.24939 -6.69628 0.2 -0.5 -0.8
H -0.43428 -10.61272 0.43741 0.0 -0.1 0.2
H 0.75951 -1.87660 -5.21531 -0.1 -0.2 0.0
H 6.68370 3.20879 2.17252 0.2 0.0 -0.1
N 9.81697 2.59898 2.04543 0.8 -0.2 -0.1
C -0.37100 2.02987 2.91497 2.7 -0.5 -0.3
N -4.02361 -1.21172 -6.10613 -0.4 -0.1 0.5
H 2.84197 2.62722 -1.66744 -1.2 0.7 -0.6
N 7.57410 2.94106 1.78452 -0.7 0.0 -0.2
O -2.39413 -2.63874 -6.76902 -0.3 -0.1 0.0
C 4.07897 0.86397 2.27758 0.0 -0.7 -2.7
H 5.31155 0.75150 5.66854 -1.5 -0.1 -1.1
H -0.84228 -11.59799 1.80281 0.0 0.1 0.0
O -0.11415 -1.27854 -2.97317 -0.1 0.0 0.3
H -2.22579 -1.15596 -8.74323 -0.1 0.1 0.1
C 0.51749 1.59359 -1.83587 -1.2 -0.8 0.0
H -2.46848 -2.93225 -4.33399 0.3 0.0 -0.1
H 2.25114 1.75072 0.26719 -1.1 0.0 1.7
C 0.00154 -6.53668 -1.48820 -0.1 -0.4 0.0
N -1.96559 -2.40235 -3.64380 -1.0 -0.2 0.7
H -4.58721 -0.39468 -6.25477 0.1 -0.1 0.0
H -1.47093 2.32935 3.09439 2.0 -0.6 -0.4
H 1.02021 -6.15515 -4.26357 0.0 0.3 0.1
H -9.86948 2.43695 2.19719 0.0 -0.1 0.0
N -0.33603 -5.40202 -0.83040 0.1 0.8 0.0
O -3.59668 2.13026 3.20525 -0.2 0.0 0.0
C 1.99228 4.71052 5.98544 -0.1 -0.2 -0.5
H -0.18172 6.19668 -3.40527 0.0 0.1 0.0
```
Positions in Å, forces in eV/Å.

The total charge is 0. As for the HOMO energy: -8.0 eV. The calculation puts the molecular weight at 846.82 g/mol. For the relative energy (zero: lowest compared OMol25 entry of this formula, charge and spin), the calculation gives 614.4 kJ/mol. As for the total energy: -84234.008 eV. Its HOMO-LUMO gap is 0.2682 hartree.


No. 5
ORCA calculation (the ωB97M-V functional and the def2-TZVPD basis) on a single C2H4OS2 molecule at a distorted geometry.

```
9
Properties=species:S:1:pos:R:3:forces:R:3
O -0.19064 -0.06814 1.35787 1.5 -2.1 -3.0
S -2.02271 0.88281 -0.66827 2.9 -0.4 1.2
H -0.12429 -0.54587 -1.71984 -1.2 -1.3 -1.4
S 2.01165 -0.79434 0.51502 1.0 -2.3 -4.1
H 0.47317 1.00320 -1.64484 -1.6 -1.2 2.3
H 2.30838 -1.37423 -0.97234 -0.5 1.4 3.4
C 0.35636 -0.41917 0.25284 -2.2 5.4 3.5
C -0.26632 0.24954 -1.04545 1.3 0.7 -0.1
H -1.49531 1.06420 0.68173 -1.1 -0.3 -1.8
```
Positions in Å, forces in eV/Å.

The total charge is 0. As for the HOMO energy: -9.2 eV. The calculation puts the molecular weight at 108.19 g/mol. For the relative energy (zero: lowest compared OMol25 entry of this formula, charge and spin), the calculation gives 214.2 kJ/mol. As for the total energy: -25854.275 eV. Its HOMO-LUMO gap is 0.3322 hartree.